# C6H9N

The molecule C6H9N at a distorted geometry (ωB97M-V with the def2-TZVPD basis set, OMol25).

Last columns: bonded neighbours and bond lengths (Å).
CARTESIAN COORDINATES (ANGSTROEM)
1 C -1.949 -1.804 2.158  C2 1.447, H8 1.110, H9 1.093, H10 1.090
2 C -1.467 -0.960 1.086  C1 1.447, C3 1.192
3 C -0.922 -0.169 0.380  C2 1.192, C4 1.453
4 C -0.472 0.520 -0.818  C3 1.453, C5 1.501, H11 1.093, H12 1.096
5 C 0.889 1.138 -0.685  C4 1.501, C6 1.477, N7 1.455, H13 1.089
6 C 2.116 0.405 -1.059  C5 1.477, N7 1.464, H14 1.087, H15 1.088
7 N 1.560 1.433 -1.942  C5 1.455, C6 1.464, H16 1.013
8 H -1.193 -2.564 2.446  C1 1.110
9 H -2.906 -2.324 2.066  C1 1.093
10 H -2.131 -0.924 2.775  C1 1.090
11 H -1.215 1.283 -1.060  C4 1.093
12 H -0.461 -0.189 -1.654  C4 1.096
13 H 0.973 1.855 0.130  C5 1.089
14 H 2.049 -0.610 -1.442  C6 1.087
15 H 3.032 0.620 -0.513  C6 1.088
16 H 2.096 2.290 -1.866  N7 1.013

Values from the calculation:
HOMO-LUMO gap = 10.226 eV
SMILES = CC#CC[C@H]1CN1
Charge = 0
LUMO level = 0.967 eV
HOMO level = -9.26 eV
Energy relative to the best compared isomer or geometry (same formula, charge and spin) = 78.3 kcal per mole